Formula: C8H16CaO3S
Source: OMol25
Level of theory: the ωB97M-V functional and the def2-TZVPD basis

Each line ends with the Mulliken charge.
Geometry (Å):
C: 2.94 0.63 -0.39  -1.69
C: 1.46 0.53 0.01  1.16
C: 1.34 0.62 1.54  -1.35
C: 0.92 -0.77 -0.56  -1.71
C: -0.60 -1.02 -0.73  0.85
C: -1.39 -1.09 0.60  -0.97
C: -2.57 -0.12 0.69  -0.99
S: -2.26 1.54 0.11  1.16
O: -3.46 2.06 -0.42  -0.59
O: -1.47 2.22 1.08  -0.58
O: -1.23 1.28 -1.11  -0.38
C: -1.22 -0.01 -1.69  -1.07
H: 3.33 1.61 -0.12  0.40
H: 3.55 -0.09 0.19  0.36
H: 3.10 0.51 -1.46  0.39
H: 0.93 1.37 -0.43  0.48
H: 0.45 1.16 1.84  0.20
H: 2.20 1.15 1.94  0.42
H: 1.34 -0.37 2.01  0.27
H: 1.39 -0.97 -1.54  1.20
H: 1.29 -1.54 0.16  -0.59
H: -0.72 -1.99 -1.23  0.63
H: -1.81 -2.09 0.70  0.32
H: -0.74 -0.93 1.46  0.40
H: -2.82 0.05 1.74  0.50
H: -3.47 -0.48 0.20  0.42
H: -2.22 -0.33 -1.96  0.44
H: -0.65 0.05 -2.62  0.49
Ca: 2.39 -2.98 -0.03  1.81

Total charge = +2
Orbital gap = 5.8067 eV
Largest force on an atom = 1.656 eV Å⁻¹
HOMO energy = -0.60057 Ha



Formula: C2H3NOS
Source: OMol25
Level of theory: the ωB97M-V functional and the def2-TZVPD basis

Each line ends with the Mulliken charge.
Geometry (Å):
C: 2.34 -0.30 -0.05  -0.23
N: 1.11 -0.71 -0.11  -0.32
S: 0.12 0.80 0.02  0.01
C: -1.33 -0.26 0.30  0.18
O: -2.56 -0.35 -0.22  -0.46
H: 2.64 0.70 -0.10  0.29
H: 3.02 -1.23 0.13  0.22
H: -0.82 -1.13 0.74  0.31

Orbital gap = 9.5964 eV
Largest force on an atom = 8.260 eV Å⁻¹
HOMO energy = -0.35844 Ha



Formula: C5H8O2
Source: OMol25
Level of theory: the ωB97M-V functional and the def2-TZVPD basis

Each line ends with the Mulliken charge.
Geometry (Å):
C: -2.20 0.11 -0.10  -1.00
C: -1.12 0.86 0.11  0.12
O: -0.43 0.84 1.29  -0.41
C: 0.96 0.62 1.11  -0.31
C: 1.48 -0.68 0.57  -0.28
C: 1.51 0.36 -0.22  0.16
O: 1.74 0.92 -1.41  -0.47
H: -2.56 -0.55 0.68  0.38
H: -2.71 0.14 -1.05  0.30
H: -0.71 1.52 -0.66  0.34
H: 1.49 1.16 1.90  0.40
H: 1.63 -1.72 0.77  0.44
H: 1.93 0.21 -2.04  0.32
H: -0.88 -1.74 -0.52  -0.03
H: -0.24 -2.12 -0.48  0.04

Orbital gap = 9.6115 eV
Largest force on an atom = 0.392 eV Å⁻¹
HOMO energy = -0.33013 Ha



Formula: C36H21F3O20V4
Source: OMol25
Level of theory: the ωB97M-V functional and the def2-TZVPD basis

Each line ends with the Mulliken charge.
Geometry (Å):
O: -0.54 3.50 2.23  -0.77
V: -1.23 2.17 1.73  1.49
O: -1.56 1.27 3.00  -0.57
O: 0.06 -5.69 -4.25  -0.66
V: 0.11 -4.78 -2.97  1.50
O: 1.02 -5.45 -1.86  -0.64
O: 0.39 -3.99 3.33  -0.70
V: -0.58 -2.92 2.76  1.81
O: -1.40 -2.16 3.88  -0.52
O: 0.96 2.53 -5.06  -0.71
V: -0.40 1.78 -4.66  1.74
O: -1.11 1.11 -5.86  -0.54
C: -4.60 -2.32 -1.00  -0.67
C: -3.99 -2.54 0.27  0.63
C: -2.68 -3.39 0.33  -0.12
O: -2.16 -3.54 1.46  -0.95
C: -2.06 -3.73 -0.91  -0.82
C: -2.69 -3.58 -2.12  1.32
C: -4.00 -2.79 -2.19  0.52
O: -4.51 -2.54 -3.30  -0.75
O: -2.06 -3.89 -3.20  -0.90
O: -4.48 -2.06 1.30  -0.76
H: -5.53 -1.80 -1.14  0.38
H: -1.09 -4.21 -0.78  0.65
C: 0.18 0.55 -1.65  -0.16
C: 0.42 -0.43 -2.60  1.60
C: 0.81 -1.84 -2.19  0.20
O: 1.10 -2.77 -3.05  -1.22
C: 0.81 -2.22 -0.89  -0.06
C: 0.40 -1.31 0.12  -0.47
C: 0.22 0.21 -0.29  -0.29
O: 0.06 1.01 0.66  -0.26
O: 0.15 -1.65 1.28  -0.02
O: 0.23 -0.14 -3.82  -1.01
H: -0.02 1.59 -1.85  0.11
H: 1.09 -3.24 -0.67  1.16
C: -2.35 2.51 -1.18  -0.57
C: -3.38 2.16 -0.21  0.74
C: -4.82 1.71 -0.72  0.58
O: -5.67 1.53 0.13  -0.71
C: -4.94 1.59 -2.14  -0.74
C: -3.94 1.95 -3.04  0.47
C: -2.64 2.52 -2.51  0.72
O: -1.68 2.88 -3.31  -1.15
O: -4.10 1.63 -4.24  -0.76
O: -3.10 2.12 1.01  -0.89
H: -1.37 2.80 -0.82  0.53
H: -5.94 1.29 -2.42  0.35
F: 1.23 -0.99 3.81  -0.19
C: 1.47 0.26 4.26  0.18
C: 1.24 0.49 5.61  -0.41
C: 1.50 1.75 6.13  -0.60
C: 2.09 2.70 5.28  -0.48
C: 2.32 2.46 3.94  -0.75
C: 1.98 1.21 3.41  0.09
H: 1.01 -0.32 6.28  0.41
H: 1.36 1.90 7.19  0.39
H: 2.35 3.68 5.65  0.32
H: 2.76 3.16 3.25  0.41
H: 2.13 1.00 2.36  0.40
F: 3.59 -3.37 4.24  -0.35
C: 3.82 -3.65 2.95  0.47
C: 3.91 -4.96 2.55  -0.55
C: 4.04 -5.23 1.18  -0.30
C: 3.96 -4.22 0.22  -0.81
C: 3.87 -2.91 0.70  0.18
C: 3.85 -2.58 2.04  -0.60
H: 3.81 -5.72 3.31  0.42
H: 4.11 -6.27 0.91  0.33
H: 3.84 -4.49 -0.81  0.44
H: 3.66 -2.08 0.03  0.42
H: 3.77 -1.60 2.47  0.37
F: 0.32 7.65 -0.89  -0.33
C: 0.79 6.52 -1.44  0.40
C: 1.33 6.51 -2.74  -0.60
C: 1.82 5.33 -3.27  -0.56
C: 1.74 4.14 -2.55  -0.51
C: 1.13 4.16 -1.29  0.26
C: 0.69 5.33 -0.73  -0.58
H: 1.53 7.50 -3.12  0.37
H: 2.33 5.45 -4.22  0.37
H: 2.07 3.13 -2.77  0.41
H: 0.94 3.24 -0.76  0.33
H: 0.22 5.37 0.24  0.49

Total charge = -2
Orbital gap = 3.8538 eV
Largest force on an atom = 4.756 eV Å⁻¹
HOMO energy = -0.08139 Ha